[1]
{"formula": "C5H7NO", "method": "ωB97M-V with the def2-TZVPD basis set", "symbols": ["C", "C", "C", "N", "C", "O", "C", "H", "H", "H", "H", "H", "H", "H"], "coordinates": [[-1.74, 0.56, 0.00], [-0.30, 0.13, -0.04], [0.80, 1.00, 0.01], [1.99, 0.49, -0.23], [0.86, -1.24, 0.67], [1.28, -1.56, 1.70], [0.11, -1.24, -0.55], [-2.14, 0.70, -1.01], [-1.84, 1.51, 0.53], [-2.39, -0.17, 0.50], [0.64, 2.03, 0.33], [2.74, 1.11, 0.04], [-0.70, -1.98, -0.45], [0.67, -1.33, -1.49]], "lowdin_charge": [-0.069, -0.342, -0.238, 0.041, -0.181, 0.199, -0.082, 0.077, 0.074, 0.075, 0.125, 0.054, 0.141, 0.126], "relative_energy_kcal_mol": 72.8, "homo_energy_ev": -7.496, "total_energy_ev": -8833.046, "total_charge": 0, "e_lumo_ev": 0.791, "gap_ev": 8.29}

[2]
{"formula": "C5H7NO", "method": "ωB97M-V with the def2-TZVPD basis set", "symbols": ["O", "C", "C", "N", "C", "C", "C", "H", "H", "H", "H", "H", "H", "H"], "coordinates": [[1.61, 1.65, -1.37], [1.10, 0.69, -0.86], [1.49, -0.32, 0.23], [0.22, -1.06, 0.00], [-0.88, -0.63, 0.91], [-1.27, 0.54, -0.01], [-0.23, -0.03, -1.00], [2.38, -0.91, -0.03], [1.63, 0.10, 1.24], [-0.57, -0.38, 1.92], [-1.64, -1.42, 0.97], [-0.98, 1.52, 0.37], [-2.30, 0.60, -0.37], [-0.56, -0.37, -1.99]], "lowdin_charge": [0.114, -0.342, -0.074, -0.077, -0.161, -0.089, -0.192, 0.120, 0.124, 0.108, 0.107, 0.112, 0.103, 0.146], "relative_energy_kcal_mol": 54.1, "homo_energy_ev": -9.285, "total_energy_ev": -8833.855, "total_charge": 0, "e_lumo_ev": 0.958, "smiles": "O=C1CN2CC[C@@H]12", "gap_ev": 10.24}

[3]
{"formula": "C5H7NO", "method": "ωB97M-V with the def2-TZVPD basis set", "symbols": ["C", "C", "N", "C", "C", "C", "O", "H", "H", "H", "H", "H", "H", "H"], "coordinates": [[0.67, 1.36, -1.20], [-0.07, 0.08, -0.82], [-1.28, 0.46, -0.08], [-1.31, -0.14, 1.04], [-0.23, -1.17, 1.28], [0.71, -0.84, 0.13], [1.86, -1.19, 0.01], [1.32, 1.22, -2.06], [1.27, 1.72, -0.36], [-0.07, 2.12, -1.43], [-0.34, -0.48, -1.72], [-2.07, 0.12, 1.77], [-0.65, -2.18, 1.13], [0.24, -1.15, 2.26]], "lowdin_charge": [-0.046, -0.326, 0.074, -0.147, -0.068, -0.351, 0.106, 0.078, 0.084, 0.077, 0.154, 0.110, 0.132, 0.123], "relative_energy_kcal_mol": 16.5, "homo_energy_ev": -9.400, "total_energy_ev": -8835.489, "total_charge": 0, "e_lumo_ev": 0.877, "smiles": "C[C@@H]1N=CCC1=O", "gap_ev": 10.28}